(1)
Formula: C32H27BClCrN2O3
Source: the OMol25 dataset
Level of theory: ωB97M-V/def2-TZVPD

XYZ file:
```
67
Properties=species:S:1:pos:R:3:forces:R:3
Cr 0.09421 -0.32471 0.72430 -0.0825 -0.1234 -0.0149
Cl 5.66970 1.66372 5.01572 0.0304 0.0161 0.0340
C 4.55031 1.03010 3.82655 0.0245 -0.0348 -0.0641
C 5.04447 0.41496 2.68093 -0.0529 0.0395 0.0793
C 4.14542 -0.07714 1.75539 0.0314 -0.0360 -0.0692
C 2.75377 0.01724 1.92305 0.0002 0.1360 0.0978
O 1.97763 -0.48658 0.99805 -0.0287 -0.0932 0.0389
C 2.26228 0.65390 3.10512 0.2448 -0.1091 -0.1800
C 0.88037 0.80616 3.42167 -0.1516 0.1025 0.1654
N -0.14186 0.45654 2.64985 0.1817 -0.0650 -0.1848
C -1.43680 0.61232 3.04404 -0.0891 0.0255 0.1012
C -1.88315 1.15114 4.26791 0.0580 0.0165 0.0441
C -3.24028 1.25841 4.54280 -0.0721 -0.0533 -0.1345
C -4.20649 0.84976 3.64148 -0.0040 0.0604 0.1423
C -3.81110 0.30009 2.40135 -0.0473 -0.0430 -0.0818
C -4.71455 -0.12886 1.41308 0.1379 -0.0084 -0.0284
C -4.24145 -0.64279 0.22228 -0.1610 0.0068 0.0144
C -2.87492 -0.73972 0.01955 0.2433 -0.0560 -0.0310
N -1.98591 -0.35522 0.93668 -0.1252 0.0156 0.0106
C -2.42513 0.17027 2.10640 0.0432 0.0685 0.0659
C 3.19970 1.14657 4.03529 -0.0922 0.0157 0.0371
H 6.11182 0.33032 2.52875 0.0008 -0.0115 -0.0229
H 4.49776 -0.56285 0.85378 -0.0104 0.0000 0.0003
H 0.68159 1.25658 4.39063 -0.0304 0.0076 -0.0231
H -1.17512 1.49453 5.00726 0.0044 -0.0062 -0.0017
H -3.54775 1.68101 5.49231 0.0046 0.0038 0.0103
H -5.26047 0.94870 3.86839 -0.0044 -0.0077 -0.0150
H -5.77912 -0.04389 1.59511 -0.0126 0.0059 0.0144
H -4.91940 -0.96942 -0.55444 0.0098 -0.0038 -0.0089
H -2.45922 -1.12433 -0.90266 -0.0236 -0.0041 -0.0042
H 2.83745 1.62855 4.93550 0.0042 0.0040 0.0048
C 0.21744 3.53996 -2.18297 -0.0074 -0.0142 0.0125
C 1.31600 2.70168 -2.03949 -0.0186 0.0576 -0.0270
C 1.24613 1.59171 -1.20865 0.0291 -0.0498 0.0100
C 0.08410 1.27096 -0.49419 -0.0524 0.1802 -0.2209
C -1.00572 2.13488 -0.65758 0.0220 -0.0501 0.0745
C -0.94557 3.25106 -1.48431 0.0084 0.0280 -0.0199
H 0.26809 4.40885 -2.82872 0.0064 0.0010 -0.0045
H 2.23202 2.91901 -2.57813 0.0119 -0.0168 0.0075
H 2.11790 0.95472 -1.11007 -0.0018 -0.0097 0.0067
H -1.92986 1.94353 -0.12250 -0.0141 0.0273 -0.0105
H -1.81075 3.89821 -1.58073 -0.0048 -0.0010 0.0025
C -1.27280 -8.84630 -0.02286 0.0213 0.0254 0.0095
C -0.04903 -8.08206 0.50183 0.0184 -0.0600 0.0178
C -0.14138 -8.03484 2.02810 -0.0006 0.0199 -0.0500
C 1.22886 -8.84658 0.12644 -0.0314 0.0243 0.0111
C -0.00794 -6.68475 -0.11962 -0.0139 0.0349 -0.0150
C 0.07291 -6.55756 -1.50774 -0.0035 -0.0444 0.0213
C 0.11977 -5.32122 -2.14706 0.0090 0.0800 -0.0999
C 0.08356 -4.19611 -1.35606 -0.0239 -0.1217 0.3353
O 0.11908 -2.87865 -1.71286 -0.0011 0.0991 -0.0890
B 0.06744 -2.12651 -0.52481 -0.0027 0.3092 0.3791
O -0.01953 -3.05270 0.56730 -0.0064 -0.3036 -0.1308
C 0.00076 -4.30264 0.02805 0.0278 -0.1041 -0.3328
C -0.04530 -5.52598 0.66178 -0.0093 0.0683 0.1100
H -1.31400 -9.84626 0.41662 0.0019 -0.0070 0.0049
H -1.24256 -8.95428 -1.10728 -0.0063 0.0032 -0.0087
H -2.19047 -8.31622 0.23811 -0.0159 -0.0102 -0.0128
H -0.16930 -9.05197 2.42409 0.0012 -0.0078 -0.0037
H -1.04745 -7.52216 2.35531 0.0053 0.0049 0.0235
H 0.72078 -7.52820 2.46448 -0.0048 0.0064 0.0183
H 1.21663 -9.84808 0.56420 -0.0002 -0.0065 0.0072
H 2.10833 -8.31700 0.49658 0.0180 -0.0139 -0.0068
H 1.32890 -8.95014 -0.95423 0.0063 -0.0018 -0.0060
H 0.10291 -7.45048 -2.12012 0.0009 0.0028 -0.0108
H 0.18553 -5.24470 -3.22449 0.0004 -0.0031 0.0010
H -0.10551 -5.55661 1.74028 -0.0005 -0.0163 -0.0001
```
Forces are in eV/Å.

Output
charge = -1
expectation value of S² = 6.14
HOMO-LUMO gap (spin up / spin down) = 4.742 / 7.174 eV
spin multiplicity = 5

Mulliken population analysis, charges in e, atoms 1 to 8: number 1, Cr, carries -0.406; number 2, Cl, carries -0.272; number 3, C, carries 0.291; number 4, C, carries -0.614; number 5, C, carries -0.403; number 6, C, carries 0.102; number 7, O, carries -0.174; number 8, C, carries 0.445

=====

(2)
Formula: C32H27Br3IN2O6Ti
Source: the OMol25 dataset
Level of theory: ωB97M-V/def2-TZVPD

XYZ file:
```
72
Properties=species:S:1:pos:R:3:forces:R:3
Ti 0.89741 0.39068 -0.55949 0.2857 -0.2787 0.5963
O 1.35392 0.59612 -5.11168 0.0047 0.0064 -0.0030
C 0.89308 0.08236 -3.98496 -0.0208 0.0790 -0.0502
O 0.74738 0.74109 -2.97454 -0.0414 -0.1731 0.1472
C 0.57574 -1.38972 -4.12755 0.0039 0.0058 0.0167
O -0.03715 -1.93520 -2.99819 -0.0029 -0.0331 -0.0117
C -1.39111 -1.54349 -2.81225 -0.0270 0.0419 0.0051
C -1.51120 -0.36058 -1.86420 -0.1180 -0.1332 0.0791
O -2.23294 0.57716 -2.03853 -0.0657 -0.0599 -0.0190
O -0.73273 -0.49800 -0.76907 0.0787 0.3400 -0.2949
H 1.56128 1.53504 -4.97620 -0.0031 -0.0124 0.0000
H 1.51969 -1.91572 -4.28496 -0.0007 -0.0029 0.0018
H -0.02420 -1.51817 -5.03484 -0.0019 0.0038 -0.0011
H -1.91700 -2.38723 -2.36002 0.0113 0.0001 0.0028
H -1.87593 -1.29187 -3.75711 0.0037 -0.0046 -0.0037
C 0.85578 -3.25029 -0.29976 0.0057 0.0060 0.0032
C 2.18381 -2.63539 -0.60121 -0.0007 0.0008 0.0019
C 3.30522 -3.49587 -0.68330 0.0055 0.0096 -0.0121
C 4.55390 -3.00628 -0.91296 -0.0215 -0.0143 0.0125
C 4.73439 -1.61331 -1.06735 -0.0150 0.0101 -0.0102
C 5.97259 -0.95792 -1.28905 0.0015 0.0054 0.0042
Br 7.56357 -1.96474 -1.41214 -0.0054 0.0053 -0.0024
C 6.03465 0.40059 -1.41106 0.0165 -0.0053 -0.0016
C 4.86411 1.17792 -1.32153 -0.0305 -0.0402 -0.0097
Br 4.96372 3.04597 -1.49185 0.0000 0.0122 0.0024
C 3.64595 0.58535 -1.11056 0.0172 -0.0086 -0.0646
O 2.49393 1.24521 -1.01067 0.0186 0.1638 0.0200
C 3.58120 -0.82193 -0.98330 0.0495 0.0285 -0.0440
N 2.32128 -1.32885 -0.76472 -0.0241 0.0304 -0.0479
H 0.91332 -3.77347 0.65685 -0.0001 0.0085 0.0027
H 0.61786 -3.99102 -1.06446 -0.0030 -0.0011 0.0011
H 0.05680 -2.52132 -0.26154 -0.0081 0.0052 -0.0056
H 3.14255 -4.55634 -0.54861 0.0059 -0.0024 -0.0018
H 5.40834 -3.66683 -0.96887 -0.0002 -0.0022 -0.0022
H 6.98240 0.89269 -1.57645 0.0019 -0.0043 0.0008
C 1.71333 0.00098 4.18720 -0.0024 -0.0032 0.0035
C 2.43674 0.92520 3.44365 0.0082 0.0109 -0.0104
C 2.21438 1.04789 2.08017 0.0272 -0.0060 0.0072
C 1.26066 0.24670 1.44648 -0.1849 -0.0299 -0.2265
C 0.53726 -0.67785 2.20503 -0.0113 0.0248 0.0314
C 0.76341 -0.79988 3.56974 -0.0086 -0.0048 -0.0032
H 1.89013 -0.09303 5.25068 0.0009 -0.0001 0.0002
H 3.17586 1.55044 3.92780 0.0005 -0.0007 0.0012
H 2.78459 1.77283 1.51026 -0.0013 -0.0013 0.0019
H -0.21737 -1.30539 1.74502 0.0040 0.0005 -0.0005
H 0.19399 -1.51587 4.14859 0.0009 0.0000 0.0007
C -1.97931 6.06783 0.23819 -0.0007 0.0074 -0.0010
C -1.28495 4.75338 0.06567 0.0046 -0.0103 -0.0016
C -1.71790 3.61723 0.74756 0.0058 -0.0144 0.0007
C -1.08012 2.41540 0.55107 -0.0686 -0.0253 -0.0595
N -0.03248 2.29100 -0.27919 0.1073 0.0107 -0.1133
C 0.39950 3.37508 -0.93818 0.0089 0.0510 0.0360
C -0.19893 4.60805 -0.79200 -0.0050 -0.0126 -0.0028
H -2.22421 6.24542 1.28469 -0.0008 -0.0020 -0.0002
H -2.91664 6.06473 -0.32180 -0.0003 0.0012 0.0014
H -1.37066 6.89241 -0.12676 -0.0004 0.0001 0.0004
H -2.55582 3.66587 1.42968 -0.0009 0.0009 -0.0018
H -1.40659 1.51505 1.05542 0.0001 0.0074 0.0093
H 1.25647 3.23339 -1.58287 0.0055 -0.0046 0.0088
H 0.18785 5.45390 -1.34368 -0.0015 0.0026 0.0007
Br -5.38078 -4.04440 0.53102 -0.0107 0.0000 0.0045
C -5.85094 -2.74239 1.81720 0.0158 -0.0001 -0.0090
C -7.04996 -2.90945 2.49822 0.0081 -0.0111 -0.0143
C -7.43991 -1.98614 3.45232 0.0026 0.0161 0.0089
C -6.63363 -0.89209 3.73044 -0.0172 -0.0129 0.0026
C -5.43865 -0.72435 3.05219 0.0288 0.0060 -0.0129
C -5.04111 -1.64746 2.09154 -0.0140 -0.0522 -0.0014
I -3.23165 -1.31960 1.10688 -0.0216 0.0643 0.0250
H -7.67009 -3.76587 2.27386 0.0002 0.0003 0.0004
H -8.37501 -2.12440 3.97773 0.0005 0.0004 -0.0003
H -6.93260 -0.16751 4.47563 0.0022 0.0001 -0.0003
H -4.80645 0.12630 3.26668 -0.0017 0.0004 0.0020
```
Forces are in eV/Å.

Output
charge = +1
HOMO-LUMO gap = 7.131 eV
spin multiplicity = 1

Mulliken population analysis, charges in e, atoms 1 to 8: number 1, Ti, carries 0.031; number 2, O, carries -0.526; number 3, C, carries 0.545; number 4, O, carries -0.529; number 5, C, carries -0.776; number 6, O, carries -0.272; number 7, C, carries -0.797; number 8, C, carries 0.220

=====

It is found that the energy above the lowest of the compared OMol25 structures with the same formula, charge and spin values, taken in the order of the records, are 25.7 0.0 kcal per mole.
It is found that the strongest force on any atom values, taken in the order of the records, are 0.49 0.72 eV/Å.